Computed, not measured: one molecule with the formula C3H4N2O in a non-equilibrium geometry, with ωB97M-V with the def2-TZVPD basis set.

```
10
Properties=species:S:1:pos:R:3:nbo_charge:R:1
N -1.60897 1.02364 0.09149 -0.65
N -1.25137 -0.33680 0.20363 -0.42
C 0.24761 -0.51792 -0.05060 0.11
C 1.36561 -1.25566 -0.11933 -0.26
C 1.54032 0.12658 0.05541 0.50
O 2.17101 1.10423 0.13458 -0.57
H -0.75989 1.45109 -0.35206 0.36
H -1.81501 1.46620 0.91193 0.35
H -1.76133 -0.88380 -0.38610 0.36
H 1.87202 -2.17756 -0.48893 0.23
```

Lowest unoccupied orbital energy in eV: 0.67
SMILES string: NNc1cc1=O
E_HOMO in eV: -9.199
Spin multiplicity: 1